(i)
Computed, not measured: a single C6H12N2O molecule, with ωB97M-V with the def2-TZVPD basis set.

XYZ file:
```
21
C6H12N2O, DFT ωB97M-V with the def2-TZVPD basis set
H -1.28980 -2.26777 -1.59701
H 0.09887 2.49553 1.54768
C 0.10093 1.40602 1.45768
H -1.65674 -1.13451 1.14846
O 2.81937 -1.02933 -0.83680
C -0.73123 -1.60966 0.81312
C -0.30714 -1.04772 -0.51583
N 1.78299 -0.69661 0.04229
H 1.16763 0.39168 -1.64896
H -0.92885 1.49327 -1.88275
N -0.69383 -1.44303 -1.65307
C -0.03688 1.01395 0.02661
H -0.73255 1.03319 2.06506
C 0.95336 0.18731 -0.60006
H 0.04061 -1.46520 1.56354
H -0.82601 2.84221 -0.74906
C -1.00205 1.76580 -0.83096
H -0.93306 -2.67666 0.70844
H 1.01290 1.00725 1.90658
H -2.03288 1.56850 -0.50914
H 3.19434 -1.83422 -0.45580
```

## Properties
frontier orbital gap (alpha / beta) = 0.271 / 0.288 Ha
molar mass = 128.17 u
spin multiplicity = 1

Atomic partial charges in e from the Löwdin method, atoms 1 to 5:
1 H 0.058
2 H 0.085
3 C -0.053
4 H 0.084
5 O -0.064



(ii)
Computed, not measured: 2 unconnected molecules or ions with the total composition C6H12N2O, with ωB97M-V with the def2-TZVPD basis set.

XYZ file:
```
21
C6H12N2O, DFT ωB97M-V with the def2-TZVPD basis set
H 2.28851 0.12199 0.48117
H -1.50882 1.60542 0.46787
O -0.06365 -1.99140 1.40924
H -0.42088 0.18464 2.81514
C -1.98136 -0.31365 -1.19269
C 2.07375 -0.61679 -0.29412
H 0.07339 1.25766 -2.17040
C -0.55944 -0.78102 0.93515
H 0.60596 -0.96410 -1.86134
N 0.80862 1.03705 -1.50806
H -3.02223 -0.62893 -1.21859
C -1.10445 -0.87327 -0.37531
H 0.91669 1.73716 -0.78346
H 0.29608 -1.83699 2.29470
N -1.16833 1.53739 1.41922
C -0.54818 0.32251 1.74284
C 0.83972 -0.25999 -1.06709
H -0.70125 2.37747 1.73422
H 1.96040 -1.59224 0.18112
H -1.71079 0.35289 -2.02827
H 2.92628 -0.67580 -0.98132
```

## Properties
frontier orbital gap (alpha / beta) = 0.253 / 0.253 Ha
molar mass = 128.17 u
spin multiplicity = 1

Atomic partial charges in e from the Löwdin method, atoms 1 to 5:
1 H 0.078
2 H 0.055
3 O -0.005
4 H 0.106
5 C 0.007



(iii)
Computed, not measured: 2 unconnected molecules or ions with the total composition C6H12N2O, with ωB97M-V with the def2-TZVPD basis set.

XYZ file:
```
21
C6H12N2O, DFT ωB97M-V with the def2-TZVPD basis set
H 2.78722 -0.66528 2.73180
H -3.52014 -0.44768 1.49666
H -0.95609 2.44204 -2.18420
H 0.75893 -0.65852 0.72032
H 2.79228 -1.76624 1.38527
H -2.09392 -2.12170 0.48100
H 3.68868 -0.16814 1.23142
C -1.55443 0.53944 -0.92959
O 2.17568 0.16649 -0.27824
H 1.31248 0.90784 1.53300
C -1.30695 -0.78380 -0.75227
C 1.64584 0.03479 0.99433
H -0.60703 -1.36541 -1.30996
H 2.25576 1.07119 -0.60424
N -2.58548 1.02764 0.02526
C -2.88572 -0.12791 0.62943
N -2.17514 -1.22160 0.21122
C 2.80044 -0.66761 1.67218
H -1.60470 1.16267 -2.81713
C -0.96392 1.43519 -2.06556
H 0.03621 1.20662 -2.17071
```

## Properties
frontier orbital gap = 0.348 Ha
SMILES string = Cc1c[nH]cn1.CCO
molar mass = 128.17 u
spin multiplicity = 1

Atomic partial charges in e from the Löwdin method, atoms 1 to 5:
1 H 0.047
2 H 0.127
3 H 0.038
4 H 0.111
5 H 0.095



(iii) comes first in stability; the runner-up is 0.0880 hartree higher.



(i)
Computed, not measured: a molecular structure, C6H12N2O, with ωB97M-V with the def2-TZVPD basis set.

XYZ file:
```
21
C6H12N2O, DFT ωB97M-V with the def2-TZVPD basis set
H -0.87362 2.50695 -1.81250
H 1.45585 -0.69865 -2.33622
H 0.01299 0.28245 -2.35019
H 2.04459 0.23161 1.27967
C 0.40360 -0.68183 -2.03610
H 0.53612 -2.66969 0.45513
H 1.19896 1.54988 2.08274
O 0.81059 -2.29556 -0.39283
H -2.28864 1.86978 -0.98312
C -0.53007 -0.49681 0.43130
H -1.07476 -2.15302 1.72699
H 2.01705 1.86789 0.54691
C -1.04725 -1.06088 1.70814
N -1.27935 1.92568 -1.08225
H -2.06454 -0.70135 1.88990
C 0.25065 -1.02224 -0.58030
H -0.43731 -0.75412 2.56849
N -0.64500 1.81905 0.09029
C 1.44016 1.12492 1.10443
H -0.10863 -1.43299 -2.64486
C 0.17859 0.78894 0.33437
```

## Properties
frontier orbital gap (alpha / beta) = 0.251 / 0.251 Ha
molar mass = 128.17 u
spin multiplicity = 1

Atomic partial charges in e from the Löwdin method, atoms 1 to 5:
1 H 0.086
2 H 0.088
3 H 0.061
4 H 0.080
5 C -0.014



(ii)
Computed, not measured: a single C6H12N2O molecule, with ωB97M-V with the def2-TZVPD basis set.

XYZ file:
```
21
C6H12N2O, DFT ωB97M-V with the def2-TZVPD basis set
C -2.01109 -1.23922 0.49901
H -1.64404 2.51998 0.27865
C 2.68835 -0.48687 0.12923
H -1.34902 -2.23704 0.59359
H 0.68224 -1.48006 0.26988
N -0.60927 2.08877 0.42510
C -0.45850 0.89643 -0.05717
N 0.89689 0.54332 -0.26593
C 2.24080 0.97974 -0.04851
H 3.57924 -0.76214 -0.48544
C 1.25369 -0.79629 -0.43203
H 2.72077 -0.89229 1.36985
H -2.87539 1.27573 -0.88609
H 2.23056 1.74440 0.99695
H -3.13952 -1.50321 0.16310
H -1.38299 -0.49970 -1.42520
C -1.56811 -0.12177 -0.39391
O -2.89974 0.54113 -0.33294
H 2.63213 1.73074 -0.83493
H 1.08636 -1.37557 -1.26068
H -2.07338 -0.92608 1.69747
```

## Properties
frontier orbital gap = 0.329 Ha
SMILES string = [H]/N=C(\[C@@H](C)O)N1CCC1
molar mass = 128.17 u
spin multiplicity = 1

Atomic partial charges in e from the Löwdin method, atoms 1 to 5:
1 C -0.108
2 H 0.101
3 C -0.111
4 H 0.097
5 H 0.105



(ii) comes first in stability; the runner-up is 0.0342 hartree higher.



(i)
Computed, not measured: 2 unconnected molecules or ions with the total composition C6H12N2O, with ωB97M-V with the def2-TZVPD basis set.

XYZ file:
```
21
C6H12N2O, DFT ωB97M-V with the def2-TZVPD basis set
H -3.01602 -0.30012 1.26134
H 3.10082 2.32206 0.78482
N 2.33486 2.16888 0.14525
H -0.24787 -0.63663 -1.86386
C -1.61823 -3.09527 0.69412
H -0.92967 -3.35774 1.50188
H 0.78052 1.35523 1.40842
N 1.75461 1.16722 -1.74600
H -3.01219 -2.62401 2.22654
H 3.52507 2.36292 -1.59439
H -1.01692 -2.48527 0.01805
C -0.43572 0.14645 -1.13391
C -2.74675 -2.24384 1.23486
C 0.81513 0.88029 -0.76152
C 2.63962 1.91338 -1.16511
H -0.87057 -0.29684 -0.23327
O -2.26753 -0.89823 1.42950
C 1.18562 1.44671 0.41345
H -1.07353 0.86152 -1.65499
H -3.64186 -2.26617 0.61107
H -1.96029 -4.00525 0.21111
```

## Properties
frontier orbital gap = 0.344 Ha
SMILES string = Cc1c[nH]cn1.CCO
molar mass = 128.17 u
spin multiplicity = 1

Atomic partial charges in e from the Löwdin method, atoms 1 to 5:
1 H 0.092
2 H 0.140
3 N 0.030
4 H 0.073
5 C -0.081



(ii)
Computed, not measured: 2 unconnected molecules or ions with the total composition C6H12N2O, with ωB97M-V with the def2-TZVPD basis set.

XYZ file:
```
21
C6H12N2O, DFT ωB97M-V with the def2-TZVPD basis set
C -1.42648 -0.44087 -0.07623
H 1.63974 -1.97310 -1.93189
H -1.13939 -1.63350 1.70716
C 0.73585 0.60608 0.54686
C -1.18637 2.08660 0.16809
H 1.71979 1.18396 2.32080
H -2.47445 -0.19470 0.11569
C 1.79784 0.82982 1.30315
H -1.64382 2.46342 1.08027
C -1.08845 -1.75473 0.62659
C -0.56969 0.72808 0.32956
N 1.92331 -1.20034 -1.32934
H -1.79514 -2.52937 0.33299
H -0.53185 2.89273 -0.16317
N 1.38501 0.00553 -1.50124
H 2.79994 0.65281 0.93880
H 2.68558 -1.24155 -0.66785
O 0.58701 0.11895 -2.43183
H -0.08846 -2.09302 0.36898
H -1.33863 -0.56824 -1.16379
H -1.99132 2.06141 -0.57360
```

## Properties
frontier orbital gap = 0.322 Ha
SMILES string = C=C=C(C)CC.NN=O
molar mass = 128.17 u
spin multiplicity = 1

Atomic partial charges in e from the Löwdin method, atoms 1 to 5:
1 C -0.228
2 H 0.120
3 H 0.077
4 C -0.135
5 C -0.051



(i) comes first in stability; the runner-up is 0.1541 hartree higher.



(i)
Computed, not measured: a molecular structure, C3H2N2O, with ωB97M-V with the def2-TZVPD basis set.

XYZ file:
```
8
C3H2N2O, DFT ωB97M-V with the def2-TZVPD basis set
H -2.83869 1.74102 -0.37938
C 2.00389 -0.12974 -0.08979
O -0.52313 -0.64670 0.09739
N -2.23235 0.97705 -0.19113
C 1.21921 -1.18884 0.10665
C -1.24862 0.26346 -0.07898
N 2.62374 0.77398 -0.42427
H 0.99593 -1.79022 0.95951
```

## Properties
frontier orbital gap = 0.291 Ha
molar mass = 82.06 u
spin multiplicity = 1

Atomic partial charges in e from the Löwdin method, atoms 1 to 5:
1 H 0.096
2 C -0.397
3 O 0.084
4 N 0.256
5 C 0.042



(ii)
Computed, not measured: a single C3H2N2O molecule, with ωB97M-V with the def2-TZVPD basis set.

XYZ file:
```
8
C3H2N2O, DFT ωB97M-V with the def2-TZVPD basis set
H -0.45542 -0.96247 1.35765
N -0.64694 2.48728 -0.98248
C -0.12531 0.02707 -0.21532
O -0.80606 -0.13401 0.99874
C -0.30913 1.43699 -0.63490
C 1.18534 -0.66653 0.03095
H -0.53784 -0.57961 -1.03183
N 1.69537 -1.60873 0.47719
```

## Properties
frontier orbital gap = 0.450 Ha
SMILES string = N#CC(O)C#N
molar mass = 82.06 u
spin multiplicity = 1

Atomic partial charges in e from the Löwdin method, atoms 1 to 5:
1 H 0.100
2 N 0.179
3 C -0.359
4 O 0.004
5 C -0.130



(ii) comes first in stability; the runner-up is 0.1104 hartree higher.



(i)
Computed, not measured: a single C3H2N2O molecule, with ωB97M-V with the def2-TZVPD basis set.

XYZ file:
```
8
C3H2N2O, DFT ωB97M-V with the def2-TZVPD basis set
H 0.44507 -0.01768 -1.80011
H 1.18863 -0.86003 -0.40533
C 0.84406 1.20564 -0.14957
N -0.86473 -0.30107 -0.23534
C -1.13139 -0.80864 0.91524
C 0.43281 -0.11580 -0.70767
O 0.57549 2.14179 0.45682
N -1.48995 -1.24421 1.92597
```

## Properties
frontier orbital gap (alpha / beta) = 0.264 / 0.264 Ha
molar mass = 82.06 u
spin multiplicity = 1

Atomic partial charges in e from the Löwdin method, atoms 1 to 5:
1 H 0.138
2 H 0.141
3 C 0.043
4 N -0.001
5 C -0.447



(ii)
Computed, not measured: a single C3H2N2O molecule, with ωB97M-V with the def2-TZVPD basis set.

XYZ file:
```
8
C3H2N2O, DFT ωB97M-V with the def2-TZVPD basis set
C -1.13043 0.91008 -0.68555
C -0.15942 0.05814 -0.03629
H -1.36371 1.87786 -0.26068
O 2.36288 -1.89488 1.47963
C 0.41112 -0.80574 0.85091
N 1.48215 -1.26612 1.01722
H -1.89918 0.46983 -1.30731
N 0.29661 0.65083 -1.05793
```

## Properties
frontier orbital gap = 0.362 Ha
SMILES string = [O-][N+]#CC1=NC1
molar mass = 82.06 u
spin multiplicity = 1

Atomic partial charges in e from the Löwdin method, atoms 1 to 5:
1 C -0.105
2 C -0.326
3 H 0.082
4 O 0.096
5 C 0.075



(i) comes first in stability; the runner-up is 0.0703 hartree higher.